[1]
Entry from the Open Molecules 2025 dataset: 11 unconnected molecules or ions with the total composition C40H111N9O13 in a non-equilibrium geometry (the ωB97M-V functional and the def2-TZVPD basis).

## Properties
E in eV: -83301.977
Structure (SMILES): COC[C@H](C)N.COC[C@H](C)N.COC[C@H](C)N.COC[C@H](C)N.COC[C@H](C)N.COC[C@H](C)N.COC[C@H](C)N.COC[C@H](C)N.COC[C@H](C)N.OCCO.OCCO
Energy relative to the best compared isomer or geometry (same formula, charge and spin) in kJ/mol: 449.6
Kohn-Sham gap in Ha: 0.33999
Strongest force on any atom in eV/Å: 3.685

ORCA input file:
```
! RIJCOSX wB97M-V def2-TZVPD def2/J DEFGRID3
* xyz 0 1
H 1.999 -4.459 3.337
H -1.048 -5.220 0.954
C 3.383 -2.014 1.256
O -1.923 5.377 1.794
H 6.600 -2.271 0.705
C -0.626 4.395 4.161
H 3.039 4.756 2.070
H -4.771 -0.192 6.497
C 2.816 -3.917 2.811
O 4.602 -2.710 0.998
C -2.593 0.955 7.214
H 3.931 -0.318 -1.883
H 1.544 -0.429 5.332
C -3.019 -5.338 0.229
H -1.235 5.306 4.166
H -2.458 0.255 8.045
H 0.290 -6.831 -3.298
C -3.013 1.714 -2.961
H -4.720 0.562 3.336
H 3.306 -3.223 3.520
H 1.632 -2.372 -3.561
C 2.002 1.614 -5.926
H 2.155 -4.564 0.410
H 1.519 -3.207 -0.205
C 3.955 4.140 2.000
C -0.093 -0.360 0.234
H 0.435 4.661 3.971
H -1.088 -1.046 -1.506
H 1.631 2.807 2.081
H -3.202 -1.215 2.757
H -1.787 -1.631 6.204
H 6.841 4.380 0.153
O 0.860 0.887 -6.201
C -1.523 -5.008 0.026
H -3.113 0.828 5.092
H 1.768 2.718 -6.108
H -4.036 -0.763 -0.003
H 5.520 -1.169 -0.135
H 0.412 -1.830 5.047
H -5.977 -1.612 1.587
H -4.334 4.032 -4.839
H 2.082 1.271 -2.567
C 2.298 1.972 -1.741
H -2.709 2.324 -2.075
C -1.268 3.443 3.135
H -2.517 0.009 -1.930
H -3.372 1.048 2.161
O -5.555 -2.040 3.572
H 4.001 -4.052 -3.441
H -0.547 1.614 3.786
H -5.105 0.897 1.670
H 3.944 3.002 -0.974
H 3.715 3.093 -3.553
O 3.730 2.783 1.615
H -0.151 3.926 -2.846
N -4.524 0.431 -1.423
H 0.766 0.243 0.574
H 2.361 1.302 2.017
C 3.274 -3.348 -3.010
H -4.469 1.377 -1.031
C -3.945 -0.630 -3.500
C -3.594 3.556 -4.176
H 4.684 4.958 0.130
H 1.551 -2.302 2.208
H 4.091 1.023 -0.124
H -0.016 -1.326 0.764
N -3.966 -0.752 6.210
H -7.612 -1.980 3.780
H -1.281 -0.126 -4.921
H -3.247 -6.433 0.198
N -1.367 -3.531 -0.161
H 1.143 -0.204 -4.406
C 4.381 2.403 -3.035
O -1.182 0.423 0.610
H -0.091 -2.806 -5.686
C -2.897 0.203 5.969
H 0.693 -5.158 -2.989
H -0.435 2.563 -1.709
N -0.507 2.207 2.962
C -3.999 -0.958 2.064
H 2.845 -3.787 -2.104
H -0.857 -1.520 -7.484
H 4.356 1.525 -3.703
N 1.677 -3.716 0.644
H 5.633 6.058 2.650
O 2.187 -3.056 -3.934
H -2.082 1.610 -3.529
O 1.611 3.211 -2.009
C 4.097 -2.053 -2.780
H 0.268 0.160 -1.871
C -6.817 -2.733 3.752
N 4.484 0.985 -1.061
H -0.820 -6.886 -0.676
H 1.702 -1.534 -1.706
H -3.450 -4.984 1.205
H 0.329 -5.486 -0.710
H -0.622 3.987 5.171
H -3.046 5.330 0.145
N -1.246 -0.844 -6.813
C 5.587 -1.797 0.766
H -2.657 3.420 -4.764
C 2.309 -2.955 1.697
H -7.004 -3.443 2.963
C -5.164 -1.924 2.217
H -5.470 0.363 -1.790
C -1.723 -0.734 5.546
H -1.729 1.566 7.061
C 0.806 -0.339 -5.474
H -1.805 -1.071 4.530
H -2.319 3.261 3.441
H 2.750 2.348 3.367
H 1.950 1.499 -0.813
H -1.370 5.689 -0.151
C 2.584 2.298 2.318
H -1.095 0.070 -7.243
H 5.507 1.063 -0.950
H -0.810 1.617 2.256
H -2.342 6.939 0.544
C -0.694 -2.296 -4.910
C -2.166 5.872 0.552
H 4.820 -2.319 -2.048
H 3.128 -1.396 0.329
H 5.767 -1.050 1.602
O 3.264 -0.977 -2.317
H 0.290 2.359 -3.372
H 0.856 -1.240 6.639
H 5.699 6.856 1.188
O -1.058 -5.722 -2.301
H -0.354 4.017 1.248
C -0.066 -0.742 -1.213
C 0.244 3.022 -2.468
C -1.385 4.066 1.740
H 3.519 -1.203 1.992
H -6.797 -3.282 4.676
O -0.520 -0.020 5.648
C -4.311 0.482 2.288
H 1.461 -1.020 -6.042
C 0.633 -0.901 5.641
H -3.331 4.249 -3.325
C 4.987 4.895 1.185
C -0.633 -0.850 -5.496
H -2.022 -0.033 0.604
H 4.319 4.180 3.002
H -1.987 3.435 1.122
H -4.900 -2.919 1.750
C -0.092 -5.837 -3.241
N 5.167 6.208 1.762
H -4.731 -0.219 -4.163
H -3.506 -4.853 -0.582
H 2.841 1.384 -6.546
C 6.301 4.058 1.011
H 2.416 1.590 -4.889
H -0.361 -2.502 -3.890
O -4.002 2.332 -3.686
C 3.805 2.128 -1.665
H -3.140 -0.842 -4.218
H -3.190 -2.069 0.399
N -3.368 -1.103 0.704
H 3.559 -4.635 2.447
O 0.785 -1.867 -1.399
H -0.605 -5.572 -4.187
H -0.383 -3.403 0.070
H 4.478 -1.777 -3.745
H -1.403 -3.326 -1.155
H -4.341 -1.272 5.427
C -3.461 0.356 -2.416
H -4.248 -1.554 -2.998
H 5.365 2.812 -2.991
H 6.988 4.024 1.852
H -3.378 1.683 7.498
H -1.709 -2.700 -5.104
C -0.716 -5.837 -0.959
H 5.871 3.090 0.758
*
```

---

[2]
Entry from the Open Molecules 2025 dataset: 12 unconnected molecules or ions with the total composition C40H112N8O16 in a non-equilibrium geometry (the ωB97M-V functional and the def2-TZVPD basis).

## Properties
E in eV: -87968.872
Structure (SMILES): COC[C@H](C)N.COC[C@H](C)N.COC[C@H](C)N.COC[C@H](C)N.COC[C@H](C)N.COC[C@H](C)N.COC[C@H](C)N.COC[C@H](C)N.OCCO.OCCO.OCCO.OCCO
Energy relative to the best compared isomer or geometry (same formula, charge and spin) in kJ/mol: 1138.0
Kohn-Sham gap in Ha: 0.33929
Strongest force on any atom in eV/Å: 2.982

ORCA input file:
```
! RIJCOSX wB97M-V def2-TZVPD def2/J DEFGRID3
* xyz 0 1
H -1.486 -0.713 -0.738
H 4.840 2.491 -2.117
H -1.951 -3.546 2.966
H -4.850 -3.168 -3.020
H 2.677 -5.252 1.135
H 4.463 -2.239 -2.126
H -4.401 1.944 -2.067
H 3.122 0.845 -1.045
C -1.822 -3.108 5.454
H 7.740 2.313 1.356
C 2.880 -3.246 -1.104
H -0.710 -5.803 -3.014
H -3.265 0.629 -2.176
H 2.546 -3.739 -2.017
H -6.068 4.325 2.101
H 6.647 1.265 0.582
H -4.609 4.092 -1.518
H 1.784 3.151 -0.904
H 0.622 1.252 0.040
H 3.944 -3.366 -6.376
H 0.158 5.219 0.234
C 5.939 1.863 2.603
H -0.072 1.500 4.036
H 0.413 1.050 6.540
H 2.852 5.116 -2.942
C 3.235 3.303 -3.228
H -2.717 0.859 0.562
H 2.071 0.387 -5.412
O 3.510 4.499 -2.614
C -1.272 0.943 5.784
H -6.281 5.490 0.881
H 0.294 -2.543 6.936
C -0.994 -3.124 3.274
C 4.235 -1.294 -0.241
H -6.095 0.515 -1.065
C 3.124 6.535 2.360
C -0.619 2.037 -3.198
H 0.324 -0.108 1.718
N 6.675 0.778 3.277
H -1.320 5.968 -1.725
C 2.164 5.038 0.811
C 3.842 -2.438 -5.814
O -0.716 -3.429 4.648
H -2.295 -6.943 -0.662
C 4.469 1.397 2.378
C -2.818 4.927 -0.627
O 3.690 -4.131 -0.353
O 0.331 1.281 -5.416
H -1.076 0.261 -4.581
H -3.306 -5.144 -2.910
H -4.756 0.606 -3.121
H 0.954 4.346 -1.611
C -5.876 -2.997 -2.693
O 0.907 0.368 -0.205
H -5.400 -1.884 -0.375
C -0.835 1.966 4.660
H 2.963 7.226 3.188
H -6.141 -3.735 -1.936
H 2.648 5.627 0.032
N -0.566 -2.410 7.449
H -2.629 -3.790 5.186
C -2.254 -6.541 -1.675
N -4.647 0.558 0.231
C -4.330 0.860 -2.150
H 2.564 -1.267 -7.049
H -2.135 3.156 -2.627
H 6.185 2.962 0.857
H -2.753 5.631 -2.696
C -5.024 -1.419 -1.286
H -0.635 1.711 -2.158
H 3.414 -0.890 0.352
H 6.097 0.332 3.976
H -2.563 -3.077 8.852
H -1.762 2.105 4.103
H -0.974 -2.040 3.164
C 3.670 -1.968 -1.429
H 2.199 2.993 -3.362
H -6.784 3.914 0.472
H -5.251 0.238 0.974
H 0.515 -1.481 0.760
N 0.915 3.665 -0.865
H 2.123 -0.718 -1.396
H -1.266 -4.408 7.032
C 2.628 -1.450 -5.977
O -0.425 3.216 5.155
H -2.362 2.995 -0.108
O 3.344 1.779 -1.040
H 0.442 -1.431 -5.751
H 0.227 -2.271 -2.271
H 1.942 0.832 3.141
H 2.170 -5.495 -0.551
C -1.575 -3.368 6.926
H -2.824 6.920 -1.470
C -3.298 -5.419 -1.855
H -4.710 5.685 -0.743
C 0.106 -2.572 -3.312
H 3.623 3.334 -4.246
H -1.934 1.392 6.525
H -3.211 -3.573 0.962
N -2.201 3.643 -0.866
H 3.940 1.240 -2.881
H -1.651 -8.156 -2.661
H 1.092 -3.000 -5.811
C 0.334 3.481 1.574
H 2.374 -0.183 4.461
C -3.222 -4.484 0.364
H -0.860 -2.241 -3.692
O -0.202 0.326 6.400
H -0.706 3.238 1.357
H 7.515 1.084 3.746
H 5.840 2.746 3.234
C -2.784 -3.109 7.785
O 1.233 -2.008 -3.979
H 4.922 -0.510 -0.559
H -4.029 -1.845 -1.414
H 0.041 -3.651 -3.453
C -1.337 -0.417 0.301
C 0.838 4.394 0.450
C 6.675 2.091 1.293
H -1.205 3.778 -0.766
H 4.679 -1.807 -6.114
C -2.410 5.940 -1.708
H -6.640 -3.206 -3.442
N 2.897 -0.189 -5.341
C -0.839 -5.990 -1.949
C 0.178 -0.447 0.692
H -3.478 -3.893 7.484
H -4.608 1.557 0.369
H 0.198 2.738 -3.367
H 2.853 -0.576 2.771
H 3.561 7.030 1.493
H -0.800 -1.503 7.072
C -5.065 0.157 -1.092
C 2.754 0.211 3.519
H -2.072 -2.055 5.326
O 1.969 5.719 2.056
N 2.833 -0.937 -2.080
O -5.988 -1.719 -2.300
H -2.501 -7.198 -3.532
H 3.876 5.856 2.763
O 3.885 1.038 3.632
H 3.666 -6.198 0.070
H 2.908 4.279 1.055
H 4.559 0.506 1.756
H 0.451 0.233 -3.651
H 3.894 -2.740 -4.768
H 3.957 2.226 1.890
H -4.199 -4.868 0.656
O -3.085 -4.280 -1.008
O -4.728 4.086 0.630
H 0.917 2.566 1.473
O -1.758 0.887 0.557
H -1.896 -1.166 0.862
C -4.336 4.667 -0.633
H 2.476 -1.363 -2.924
H 0.498 3.132 5.407
H -0.122 -6.797 -1.798
C -6.004 4.444 1.019
H 4.894 -1.973 0.299
H 2.978 -0.312 -4.342
H -0.237 -3.550 2.615
C 1.302 -2.008 -5.410
C -0.244 0.860 -4.209
H -3.277 -2.190 7.468
H 0.410 3.986 2.537
H 2.013 -2.996 -0.491
H -2.591 5.310 0.368
H -1.853 0.153 5.309
C 3.023 -5.318 0.104
H -2.342 -4.986 0.767
N -2.498 -7.607 -2.608
O -1.861 2.698 -3.425
H -4.335 -5.735 -1.736
C 3.819 2.177 -2.337
H -0.349 1.698 -5.950
H -0.506 -5.116 -1.390
*
```